(1)
62
Properties=species:S:1:pos:R:3:lowdin_charge:R:1 method="wB97M-V/def2-TZVPD" gap_ev=3.833 homo_energy_ev=-9.00 relative_energy_kcal_mol=0.0 largest_force_ha_per_bohr=0.0514 multiplicity=1 charge=+1
C 1.692 -2.522 0.881 -0.033
C -0.925 -2.481 -0.644 -0.023
C 3.815 -0.775 0.364 -0.074
H 1.947 -0.044 3.014 0.103
C -2.869 1.101 -3.472 0.025
C -0.500 2.804 4.319 0.000
C -0.694 1.893 3.281 -0.157
C -2.938 2.943 4.506 -0.066
C 2.584 -0.458 -2.897 0.006
H 4.644 -0.086 0.179 0.114
H 4.404 -1.176 -3.807 0.133
H 5.077 -2.530 0.428 0.111
N 0.214 1.065 2.631 0.003
C -3.311 2.047 -2.553 -0.217
C 0.458 0.287 -1.871 0.055
C -1.326 1.830 -1.258 -0.004
C 1.427 -1.141 0.716 -0.189
C -1.956 1.536 2.853 -0.158
H 1.642 1.346 4.092 0.094
H -1.541 4.076 5.720 0.111
H 0.514 3.058 4.629 0.111
C 0.044 -0.635 0.752 -0.196
C -2.923 -0.144 1.311 0.008
C 2.988 -3.015 0.737 -0.062
H 3.161 -4.092 0.826 0.114
C -0.813 0.849 -2.158 -0.187
C 2.684 -2.402 -4.263 -0.218
H -0.704 2.121 -0.410 0.127
N -1.798 0.543 1.898 0.010
C -2.551 2.442 -1.451 0.014
C -1.595 0.567 -3.319 0.021
H 0.833 -3.451 -4.653 0.131
H -2.824 -1.229 1.437 0.109
C 4.057 -2.145 0.504 -0.075
F -4.531 2.639 -2.749 0.072
H 1.070 0.857 -1.171 0.100
H -2.913 3.199 -0.759 0.134
C 3.337 -1.327 -3.668 0.023
H -3.815 3.348 5.012 0.110
H 0.087 -2.859 -0.829 0.083
F 3.412 -3.265 -5.039 0.069
C 1.179 -0.622 -2.722 -0.185
C -0.451 0.294 1.701 -0.094
C 1.311 -2.614 -4.151 0.028
H -1.425 -2.283 -1.589 0.080
O -0.932 -1.226 0.060 -0.160
H 2.323 0.798 0.405 0.108
C -3.110 2.022 3.459 0.002
H 2.236 1.642 2.449 0.100
C -1.651 3.344 4.917 -0.066
H -3.801 0.195 1.865 0.084
C 2.516 -0.275 0.483 -0.098
H -1.523 -3.197 -0.067 0.106
C 1.596 0.990 3.057 0.004
H -3.505 0.807 -4.306 0.133
H -1.176 -0.069 -4.098 0.116
H -0.507 -1.867 -3.293 0.097
H -4.092 1.681 3.134 0.107
H 3.066 0.390 -2.407 0.125
H -3.053 0.127 0.256 0.092
H 0.865 -3.194 1.124 0.120
C 0.568 -1.717 -3.394 -0.029

---

(2)
69
Properties=species:S:1:pos:R:3:lowdin_charge:R:1 method="wB97M-V/def2-TZVPD" s2=8.795 gap_ev="5.313 / 6.551" homo_energy_ev="-5.01 / -8.33" relative_energy_kcal_mol=0.0 largest_force_ha_per_bohr=0.0151 multiplicity=6
H 4.461 -2.020 -0.734 0.125
C -1.534 -2.334 -0.805 -0.160
C 2.195 -1.160 0.514 -0.489
H -0.603 0.089 4.553 0.118
H 4.730 -2.396 -3.201 0.114
H 2.312 4.427 3.692 0.111
C -2.552 0.571 3.769 -0.053
C -0.656 0.090 2.408 -0.264
C -0.272 5.183 1.880 -0.235
C -3.377 2.934 -3.132 -0.087
H 1.444 0.466 2.568 0.133
Ru -0.124 0.336 -0.730 1.604
N 1.003 -0.568 0.781 -0.106
C -2.266 3.604 -2.615 -0.092
H 2.762 -2.046 -4.693 0.109
C 0.775 -0.317 2.189 -0.161
N 1.192 5.054 1.997 -0.029
N -1.382 0.278 1.312 0.039
H 2.001 6.163 3.621 0.115
H -3.011 0.685 4.744 0.110
H -4.718 -0.985 -2.457 0.107
H -2.151 4.668 -2.774 0.097
C 0.256 5.003 4.182 -0.163
H 0.030 3.940 4.304 0.113
C 1.570 5.178 3.425 -0.179
C 3.643 -1.888 -1.426 0.008
H 0.608 -1.280 -3.671 0.117
N 1.373 -1.254 -1.765 0.016
H -3.186 0.762 0.460 0.112
H 1.005 -1.210 2.779 0.131
C -1.212 0.245 3.672 -0.015
C 2.418 -1.456 -0.960 -0.209
N 3.319 2.106 -2.644 0.096
C -3.305 0.745 2.617 -0.046
O 0.018 2.898 1.199 0.052
H -0.606 -2.642 -0.341 0.095
H -0.433 3.388 -1.518 0.077
H -1.795 5.356 3.435 0.117
C -2.721 -0.539 -1.843 -0.265
C -2.592 -3.168 -0.946 -0.089
C -3.819 -1.384 -2.003 -0.038
H -0.697 6.738 3.311 0.120
C 2.353 1.782 -1.896 -0.316
N 1.398 1.620 -1.226 0.009
H -4.396 1.075 -3.382 0.104
N 5.460 0.848 -2.690 0.113
C -1.317 2.893 -1.900 -0.129
H -0.546 5.870 1.076 0.160
C -1.495 1.534 -1.643 -0.232
N -1.553 -1.038 -1.256 -0.114
C 2.689 -1.896 -3.625 -0.043
C -2.622 0.856 -2.166 -0.232
C 3.775 -2.098 -2.792 -0.048
C -0.764 5.649 3.249 -0.126
C -3.781 -2.686 -1.573 -0.084
C -0.888 3.831 1.508 -0.498
H 1.673 5.723 1.416 0.121
C 4.451 1.409 -2.632 -0.382
O 3.045 -1.469 1.333 0.064
H -4.642 -3.328 -1.687 0.095
H 0.287 5.450 5.174 0.112
C -2.672 0.606 1.399 -0.104
O -2.073 3.636 1.475 0.114
C -3.549 1.580 -2.933 -0.039
C 1.491 -1.467 -3.071 -0.111
H -4.111 3.478 -3.714 0.102
H -2.509 -4.187 -0.596 0.096
H -4.351 1.011 2.658 0.111
H 0.881 3.367 1.319 0.099

---

(3)
65
Properties=species:S:1:pos:R:3:lowdin_charge:R:1 method="wB97M-V/def2-TZVPD" gap_ev=8.767 homo_energy_ev=-8.85 largest_force_ha_per_bohr=0.0702 multiplicity=1
C -1.423 -2.694 -1.602 -0.070
C 4.514 -0.111 -0.959 -0.101
H -0.033 3.771 0.626 0.124
C -0.467 -1.861 -1.015 -0.092
H -2.845 -0.448 -1.853 0.103
C -3.369 3.041 -3.488 -0.087
H -2.240 2.978 0.151 0.122
H 1.839 -2.154 -1.238 0.116
H -0.784 -0.630 3.425 0.112
C 3.582 -0.956 -1.551 -0.080
H -3.517 4.021 -3.935 0.113
B 0.878 2.227 -2.589 -1.811
C -2.051 -3.683 -0.838 -0.078
C -0.239 -1.860 0.367 -0.133
H 1.243 1.849 2.292 0.129
C -4.010 1.924 -4.033 -0.677
Cl 0.260 3.439 -3.859 0.519
H -0.713 0.494 2.075 0.121
C 2.582 -2.506 3.897 -0.059
H -0.122 -1.407 5.649 0.105
C -3.904 0.680 -3.388 -0.086
H -0.482 3.408 2.301 0.119
H -1.990 0.363 0.250 0.191
H -4.503 -0.157 -3.729 0.105
C -2.989 0.515 -2.352 -0.019
H 3.523 -3.042 4.010 0.108
H 3.748 -1.386 -2.537 0.112
H 2.884 -2.250 1.791 0.129
Cl 0.844 0.508 -3.471 0.515
H 4.958 1.086 0.804 0.111
C 2.006 -0.578 0.254 -0.170
H -2.314 2.089 1.699 0.136
C -0.348 2.977 1.305 -0.123
H -2.155 -4.587 1.124 0.106
C 4.230 0.453 0.288 -0.081
C -1.668 2.367 0.857 -0.040
C 2.408 -1.296 -0.872 -0.053
C 2.989 0.225 0.880 -0.079
C 0.552 -1.584 4.810 -0.075
O 0.051 2.193 -1.387 -0.132
H 2.812 0.645 1.880 0.117
H -0.571 -3.046 2.160 0.111
H -2.016 3.757 -1.955 0.118
H -0.576 0.274 -1.516 0.067
C 2.222 -2.031 2.635 -0.021
C 1.056 -1.276 2.447 -0.173
C -2.185 1.593 -1.974 -0.157
C -0.824 -2.894 1.111 -0.012
H 5.449 0.119 -1.461 0.107
H -1.639 -2.574 -2.664 0.117
N -1.226 1.043 0.194 0.047
C -0.921 1.248 -1.173 -0.379
C 1.744 -2.285 4.992 -0.083
C 0.697 1.857 1.344 -0.126
H 0.143 -1.251 -1.693 0.051
H -2.779 -4.356 -1.294 0.106
C 0.195 -1.106 3.544 -0.055
C -1.719 -3.792 0.514 -0.071
Cl -4.884 2.055 -5.501 0.690
H 1.404 2.000 0.523 0.090
C 0.671 -0.777 1.006 -0.184
C -0.104 0.592 1.174 -0.119
Cl 2.604 2.555 -2.026 0.566
H 2.020 -2.658 5.978 0.104
C -2.496 2.888 -2.407 -0.058

---

(4)
71
Properties=species:S:1:pos:R:3:lowdin_charge:R:1 method="wB97M-V/def2-TZVPD" s2=6.052 gap_ev="7.825 / 4.228" homo_energy_ev="-13.70 / -13.66" largest_force_ha_per_bohr=0.0430 multiplicity=5 charge=+2
H 4.858 -3.127 -0.729 0.101
C 0.325 -4.808 -0.481 0.014
C -5.068 0.239 -0.849 -0.005
H 0.677 -5.067 0.515 0.095
C 3.273 1.853 -1.068 -0.159
H 1.250 -2.645 5.042 0.099
N 1.927 -0.031 -0.152 -0.082
N -0.181 -2.393 0.049 0.067
H 0.085 -0.295 5.140 0.125
C 3.040 0.460 -0.773 -0.164
H 3.791 -3.535 0.620 0.096
H -5.322 1.238 -0.532 0.130
B 1.069 -2.093 0.906 -0.484
H 4.889 -0.584 -1.424 0.127
Os 0.060 0.679 -0.030 1.609
H 5.170 1.472 -2.012 0.111
C -3.822 -0.276 -0.580 0.006
C -1.945 3.850 2.614 -0.052
H -7.007 -0.138 -1.708 0.134
H -3.105 0.302 -0.017 0.092
C -3.469 -1.566 -1.031 -0.094
C -5.699 -1.827 -1.937 -0.007
H 3.240 -3.751 -1.035 0.086
C 3.829 -3.111 -0.381 0.019
C -2.178 -2.127 -0.759 -0.163
C 3.867 4.546 -1.531 -0.034
C -0.206 0.566 3.117 -0.163
C 4.472 2.230 -1.701 -0.001
C -0.531 -3.603 -0.470 -0.214
C 0.185 -0.372 4.077 0.073
H 1.952 4.959 -0.665 0.116
C -1.750 3.420 4.971 -0.044
H 2.333 -2.801 3.656 0.100
C -0.853 1.833 3.378 -0.158
N -1.153 -1.500 -0.134 0.074
Cl -1.306 1.882 -2.173 0.678
H -4.204 -3.324 -2.059 0.121
H -2.681 5.168 4.141 0.118
C 3.315 -1.728 -0.416 -0.208
H -1.113 2.375 1.311 0.041
H 1.446 2.603 -0.176 0.059
N 0.654 -1.166 2.070 0.029
H 5.707 3.830 -2.370 0.119
C 0.722 -1.446 3.391 -0.216
H 1.191 -4.654 -1.124 0.087
H 0.741 -3.558 3.617 0.098
C -2.178 4.236 3.931 -0.039
O -1.737 1.873 -0.772 -0.457
C -6.019 -0.533 -1.521 0.033
C 1.294 -2.684 3.958 0.010
H 1.526 -3.091 1.312 0.119
N 2.112 -1.337 0.069 0.031
C -1.287 2.672 2.343 -0.045
C 3.926 -0.610 -0.956 0.080
C 2.655 4.189 -0.941 -0.047
H -2.278 4.478 1.804 0.115
C -4.442 -2.333 -1.713 0.037
C 4.768 3.559 -1.913 -0.042
C 2.373 2.865 -0.694 -0.051
O 0.024 1.260 -2.071 -0.430
O -2.141 1.059 -2.916 -0.210
C -1.794 -3.471 -0.996 0.096
H -0.247 -5.643 -0.877 0.101
H -0.761 1.626 5.530 0.111
H -6.442 -2.429 -2.437 0.129
C -1.092 2.238 4.706 -0.003
N 0.103 0.058 1.883 -0.099
H -2.366 -4.243 -1.464 0.127
H -1.934 3.713 5.994 0.120
H 4.109 5.586 -1.681 0.118
O -1.193 3.183 -2.625 -0.176

---

(5)
71
Properties=species:S:1:pos:R:3:lowdin_charge:R:1 method="wB97M-V/def2-TZVPD" gap_ev=8.061 homo_energy_ev=-14.78 largest_force_ha_per_bohr=0.0082 multiplicity=1 charge=+2
H 2.288 -1.219 2.577 0.153
C 3.905 -1.138 -0.305 -0.170
N -1.679 -0.714 0.047 -0.144
H -1.698 2.680 -0.808 0.093
C -3.509 0.825 -3.480 -0.240
C 2.488 -3.788 3.691 0.037
C 4.363 -3.498 -0.327 0.032
C -3.689 -1.073 1.267 0.004
C 3.405 -2.428 -2.285 0.020
C -2.643 2.660 2.470 -0.138
H -2.045 0.406 -4.717 0.105
H 3.084 6.400 -0.862 0.122
H -5.460 -1.378 0.069 0.143
C 3.786 0.142 0.478 -0.565
C -3.965 3.057 2.309 -0.051
H 3.181 -0.307 -2.160 0.116
H 4.735 -4.402 0.134 0.130
C -4.463 3.306 1.041 -0.043
H 1.890 4.787 -2.296 0.119
O -5.314 -2.111 -2.439 0.123
C -3.733 -0.991 -1.130 -0.082
C -4.523 -1.200 -2.402 -0.433
Bi 0.683 -0.122 -0.266 1.641
C -1.835 2.512 1.348 -0.527
C 2.544 5.579 -0.412 -0.038
C 0.360 -3.137 0.843 -0.099
H 3.068 -2.517 -3.307 0.130
H 0.738 -5.058 1.884 0.145
H -4.864 -0.597 -4.272 0.163
C 0.878 -4.001 1.749 -0.004
C 1.873 4.672 -1.221 -0.051
H -4.178 -1.188 2.223 0.127
H 4.826 -2.195 1.317 0.133
C 2.533 5.439 0.966 -0.041
O 2.499 0.472 0.707 -0.454
H -1.729 -0.798 2.111 0.111
H 1.861 4.270 2.632 0.103
O 3.192 -4.883 -3.361 0.102
H -4.037 3.386 -1.059 0.113
C 3.836 -3.549 -1.603 -0.126
N 0.877 -1.882 1.104 -0.150
H -5.488 3.628 0.919 0.121
C 3.442 -1.210 -1.619 -0.077
C 1.181 3.616 -0.651 -0.146
H -0.329 -3.323 0.039 0.120
C -2.327 -0.852 1.208 -0.145
H -4.595 3.184 3.177 0.121
H 3.262 -3.066 3.937 0.103
H 1.835 -3.947 4.546 0.108
H 0.652 2.920 -1.293 0.075
Te 0.148 1.955 1.693 1.543
N 1.711 -3.268 2.563 -0.084
C -2.368 -0.771 -1.099 -0.098
N 3.727 -4.868 -2.275 -0.349
C 1.694 -2.007 2.146 -0.133
H -2.260 2.478 3.466 0.100
O -2.141 0.594 -3.776 -0.059
H 2.950 -4.726 3.391 0.109
H 3.063 6.145 1.589 0.123
H -3.518 1.300 -2.498 0.107
C 1.179 3.485 0.735 -0.513
N -4.323 -0.354 -3.454 0.113
C -3.647 3.161 -0.076 -0.062
H -1.808 -0.647 -2.018 0.095
C 4.404 -2.272 0.322 -0.001
O 4.697 0.753 0.945 0.168
O 4.150 -5.828 -1.674 0.106
H -3.943 1.519 -4.202 0.142
C -4.399 -1.162 0.080 0.056
C 1.849 4.382 1.556 -0.118
C -2.329 2.759 0.071 -0.133

---

(6)
67
Properties=species:S:1:pos:R:3:lowdin_charge:R:1 method="wB97M-V/def2-TZVPD" gap_ev=7.156 homo_energy_ev=-7.00 relative_energy_kcal_mol=5.3 largest_force_ha_per_bohr=0.0058 multiplicity=1
C 0.294 -5.085 0.074 -0.039
H -6.201 1.812 2.462 0.105
H -0.229 -5.780 0.731 0.081
C 1.277 -4.243 0.848 -0.313
Cl 5.287 2.087 2.851 0.628
H -5.209 3.081 4.339 0.104
H -0.461 -4.453 -0.402 0.078
C -2.391 2.450 2.570 -0.102
C 0.255 2.103 -4.008 -0.106
H 3.108 0.001 -2.503 0.095
H 0.060 -4.131 2.609 0.124
C 2.599 1.756 -3.606 -0.109
C -3.266 3.366 -2.807 -0.075
H 3.624 2.085 -3.720 0.102
C -4.574 2.705 3.546 -0.082
C -2.950 1.733 1.521 -0.402
C 1.569 2.512 -4.142 -0.678
H 0.891 -3.239 4.768 0.079
C -3.976 2.487 -3.619 -0.077
Se -2.048 -1.159 0.404 0.276
C -4.067 1.146 -3.281 -0.074
H -1.323 2.624 2.584 0.060
C -3.447 0.674 -2.130 -0.127
C 3.113 -2.717 2.280 -0.055
C 2.302 0.586 -2.926 -0.072
C 1.546 -2.547 4.239 -0.048
Sn 0.746 -0.936 0.260 0.777
C 4.731 -2.728 0.340 -0.047
C 3.607 1.995 2.308 -1.611
C -4.325 1.503 1.481 -0.093
C 0.665 -1.092 -2.002 -0.342
Cl 2.600 1.243 3.555 0.624
H -3.191 4.413 -3.073 0.108
C 1.901 -3.059 2.870 -0.311
H 2.739 -4.214 -0.721 0.122
C 0.996 -3.831 2.149 -0.059
H -4.755 0.942 0.660 0.107
H -3.497 -0.375 -1.864 0.061
C 3.542 1.160 1.109 -0.412
H -0.545 2.693 -4.438 0.100
H 4.605 -1.831 -0.270 0.058
H 3.831 -2.128 2.844 0.117
H 1.013 -1.596 4.146 0.072
H 5.493 -2.516 1.091 0.078
H -4.453 2.852 -4.519 0.105
N 3.423 0.508 0.174 0.196
Cl 3.000 3.607 1.912 0.623
C -3.208 2.937 3.584 -0.077
C -2.736 1.552 -1.323 -0.424
H 0.794 -5.652 -0.710 0.078
P -1.925 1.005 0.207 0.189
H -4.616 0.461 -3.915 0.106
Se 0.086 1.806 0.270 0.294
H -2.072 3.573 -1.033 0.097
C 2.491 -3.867 0.278 -0.061
H 5.094 -3.525 -0.309 0.079
C -5.134 1.991 2.493 -0.075
Cl 1.935 3.984 -5.002 0.631
C -2.646 2.901 -1.660 -0.099
H 2.437 -2.376 4.843 0.078
H -2.772 3.495 4.402 0.104
H 1.371 -1.890 -2.254 0.042
C 3.424 -3.111 0.984 -0.302
C 0.985 0.147 -2.764 -0.363
H -1.058 0.619 -3.220 0.096
C -0.025 0.928 -3.326 -0.062
H -0.340 -1.439 -2.242 0.026

---

(7)
73
Properties=species:S:1:pos:R:3:lowdin_charge:R:1 method="wB97M-V/def2-TZVPD" s2=2.021 gap_ev="3.064 / 3.053" homo_energy_ev="0.50 / 0.50" relative_energy_kcal_mol=22.2 largest_force_ha_per_bohr=0.0756 multiplicity=3 charge=-2
H 1.691 1.930 -3.307 0.111
C 1.838 -2.396 2.558 0.010
H 3.486 3.146 -1.910 0.130
H 4.017 2.854 -0.238 0.121
C 3.434 -0.667 2.998 -0.077
H 1.112 -3.184 2.863 0.123
O -1.509 -5.751 0.372 -0.086
C -6.151 0.951 -0.569 -0.173
H -1.410 0.309 -5.875 0.096
C 0.112 -1.027 -3.146 -0.226
H 0.461 3.393 4.477 0.089
N 0.880 -1.611 -0.976 0.007
C 2.767 -1.821 3.426 -0.060
O 1.352 3.739 -0.153 0.037
C -0.646 0.182 -5.084 -0.106
H 4.089 -0.119 3.709 0.115
H 3.815 -2.399 -1.227 0.109
C -0.629 -0.995 -4.334 -0.034
C 3.330 -0.240 1.715 -0.119
H -1.250 -1.884 -4.552 0.115
N 2.455 -0.802 0.875 0.038
H -6.515 0.192 -2.631 0.105
H -6.818 1.679 -0.042 0.114
O -2.005 -5.570 -1.812 -0.056
N -4.780 1.167 -0.217 0.005
H -6.856 1.949 -2.446 0.119
H 3.888 0.635 1.400 0.119
H -1.275 2.299 1.508 -0.006
H -1.637 -3.212 -2.642 0.128
C -0.772 -3.873 -0.793 -0.117
C -2.077 1.204 3.992 -0.654
C 0.017 -3.448 0.296 0.068
H -4.397 0.880 0.691 0.045
H -3.055 0.016 5.543 0.088
Cl -3.243 0.730 2.795 0.638
C 1.020 1.112 -3.593 -0.131
S -2.332 1.332 -1.414 0.657
H 0.050 2.689 6.894 0.079
C 5.066 -0.830 -1.888 -0.142
O 1.236 1.499 -0.286 -0.178
C -3.984 1.267 -1.333 -0.890
H 0.254 2.165 -5.322 0.093
H 0.174 3.173 2.371 0.002
H 3.599 -1.934 -2.749 0.081
O 5.870 1.248 -1.127 0.007
C -0.709 2.573 2.411 -0.057
N 3.619 1.101 -1.331 -0.117
H 0.008 -4.087 1.177 0.113
C 0.004 -1.922 -2.010 -0.183
N 0.996 -0.006 -2.846 -0.052
H 5.522 -0.823 -2.874 0.118
C -1.073 2.159 3.678 -0.417
N -4.826 1.381 -2.408 -0.033
H 2.878 -2.295 4.417 0.111
C -0.509 2.248 6.064 -0.183
C 1.676 -1.881 1.238 -0.158
C 4.861 0.609 -1.401 -0.561
C -1.483 -5.166 -0.758 -0.710
C 1.892 2.680 -0.487 -0.547
Ti 2.092 0.011 -1.160 0.942
H -6.502 -0.050 -0.238 0.115
H 5.795 -1.274 -1.225 0.113
N 3.784 -1.563 -1.837 -0.005
C -6.170 1.097 -2.118 -0.198
C 0.219 1.244 -4.723 -0.098
C -2.243 0.729 5.287 -0.172
C -0.305 2.670 4.764 -0.113
C 0.806 -2.311 0.184 -0.216
H -4.476 1.297 -3.347 0.123
H -1.579 0.851 7.305 0.051
C 3.313 2.526 -1.006 -0.102
C -0.861 -3.010 -1.879 0.062
C -1.401 1.232 6.305 -0.216